Entry 1:
Density functional theory data (ωB97M-V/def2-TZVPD) for C28H49BrMgNO3P3 as an isolated structure.

Total charge   +2
Maximum force   2.926 eV/A
LUMO energy (alpha / beta)   -8.12 / -9.04 eV
Energy relative to the best compared isomer or geometry (same formula, charge and spin)   10.1 kcal/mol
Orbital gap (alpha / beta)   3.52 / 1.66 eV

Positions of all 86 atoms, in Å:
N  7.888  3.839  -0.649
C  7.300  4.153  0.507
C  6.273  3.364  1.059
C  5.854  2.172  0.404
C  6.528  1.868  -0.813
C  7.519  2.736  -1.297
C  4.798  1.357  0.966
Mg  2.882  -0.504  1.725
P  -0.457  -4.864  0.222
C  4.233  0.226  0.281
C  3.337  0.442  -0.870
C  3.323  -0.443  -1.962
C  2.293  -0.385  -2.895
C  1.254  0.558  -2.748
C  1.383  1.540  -1.739
C  2.453  1.537  -0.859
Br  0.454  -1.206  -0.430
H  4.366  1.705  1.908
H  4.819  -0.706  0.282
H  5.810  3.666  1.992
H  6.287  0.966  -1.373
H  7.634  5.056  1.017
H  8.027  2.511  -2.238
H  4.076  -1.213  -2.005
H  2.569  2.319  -0.110
H  2.251  -1.102  -3.713
H  0.620  2.333  -1.635
P  -0.217  0.579  -3.784
C  0.439  -4.219  1.659
C  1.373  -5.302  2.215
H  -0.312  -3.930  2.406
H  0.943  -3.304  1.326
H  1.815  -4.979  3.163
H  0.810  -6.227  2.406
H  2.180  -5.524  1.506
C  0.546  -4.560  -1.275
C  -0.017  -5.290  -2.496
H  1.563  -4.911  -1.054
H  0.598  -3.466  -1.407
H  0.629  -5.127  -3.365
H  -0.059  -6.371  -2.318
H  -1.024  -4.942  -2.747
C  -1.919  -3.764  -0.006
C  -3.156  -4.337  0.693
H  -2.093  -3.664  -1.087
H  -1.632  -2.770  0.361
H  -4.050  -3.777  0.392
H  -3.304  -5.389  0.418
H  -3.063  -4.272  1.784
C  -1.632  0.418  -2.668
C  -3.003  0.663  -3.287
H  -1.457  1.074  -1.799
H  -1.543  -0.603  -2.262
H  -3.091  1.664  -3.713
H  -3.225  -0.073  -4.067
H  -3.765  0.562  -2.505
C  -0.154  -0.807  -4.914
C  0.950  -0.804  -5.971
H  -1.138  -0.794  -5.406
H  -0.108  -1.710  -4.292
H  0.774  -0.025  -6.722
H  1.956  -0.660  -5.564
H  0.948  -1.772  -6.489
C  -0.284  2.119  -4.690
C  -0.144  3.430  -3.909
H  -1.255  2.095  -5.211
H  0.497  2.037  -5.469
H  0.833  3.548  -3.425
H  -0.266  4.265  -4.613
H  -0.922  3.533  -3.141
C  -1.451  2.605  0.912
O  -0.145  2.030  1.158
P  0.045  0.764  2.198
O  -0.501  1.421  3.582
C  -0.583  2.818  3.939
O  1.847  0.801  2.691
C  2.359  1.635  3.745
H  -1.595  2.647  -0.179
H  -1.489  3.628  1.312
H  -2.283  2.015  1.342
H  0.156  3.448  3.418
H  -1.592  3.198  3.747
H  -0.389  2.858  5.016
H  2.195  2.688  3.491
H  1.898  1.398  4.710
H  3.429  1.442  3.828

Entry 2:
Density functional theory data (ωB97M-V/def2-TZVPD) for a 4-piece molecular cluster, C28H50BrF9IN4O3PS2 overall.

Total charge   0
Maximum force   1.516 eV/A
LUMO energy   0.46 eV
Orbital gap   8.18 eV
SMILES string   CCSC[C@](I)(CCCCC(F)(F)C(F)(F)S(F)(F)(F)(F)F)OC[C@H](OC[C@@H](Br)CC)P(N)O.CCCC#N.CCCC#N.CCCC#N

Positions of all 99 atoms, in Å:
C  2.836  1.254  3.279
C  2.483  -0.216  3.082
S  3.206  -0.681  1.495
C  2.796  -2.437  1.288
C  2.439  -2.755  -0.168
I  2.569  -4.965  -0.341
C  3.517  -2.190  -1.118
C  3.066  -0.896  -1.806
C  4.277  0.002  -2.150
C  3.925  0.951  -3.302
C  3.947  2.439  -2.943
F  5.072  2.700  -2.215
F  3.977  3.156  -4.103
C  2.693  2.808  -2.102
F  1.577  2.195  -2.587
F  2.892  2.338  -0.833
S  2.305  4.676  -1.972
F  1.957  4.700  -3.515
F  0.774  4.359  -1.654
F  2.569  4.711  -0.409
F  3.811  5.047  -2.248
F  1.970  6.217  -1.914
O  1.227  -2.263  -0.561
C  0.071  -2.870  -0.028
C  -1.065  -1.857  0.073
O  -1.016  -1.080  -1.096
C  -2.062  -0.156  -1.293
C  -3.371  -0.752  -1.808
Br  -4.524  -1.442  -0.370
C  -4.141  0.377  -2.545
C  -5.046  1.251  -1.670
P  -0.733  -0.829  1.609
N  -2.224  -0.118  2.026
O  -0.494  -2.003  2.739
H  2.386  1.638  4.187
H  3.916  1.368  3.294
H  2.476  1.829  2.429
H  2.909  -0.812  3.881
H  1.401  -0.295  3.041
H  3.671  -3.026  1.540
H  2.014  -2.745  1.977
H  3.676  -2.921  -1.902
H  4.460  -2.067  -0.595
H  2.549  -1.152  -2.725
H  2.400  -0.325  -1.173
H  5.089  -0.662  -2.426
H  4.519  0.527  -1.234
H  4.706  0.872  -4.054
H  3.002  0.684  -3.801
H  0.234  -3.327  0.945
H  -0.252  -3.664  -0.701
H  -1.963  -2.474  0.141
H  -1.719  0.501  -2.085
H  -2.259  0.470  -0.426
H  -3.210  -1.538  -2.532
H  -4.747  -0.042  -3.343
H  -3.442  1.058  -3.019
H  -4.589  1.509  -0.723
H  -6.031  0.827  -1.535
H  -5.201  2.190  -2.204
H  -2.034  0.746  2.502
H  -2.814  -0.720  2.585
H  0.184  -1.683  3.336
C  0.069  -7.205  2.296
C  0.875  -7.397  3.576
C  0.525  -6.370  4.660
C  0.798  -5.012  4.192
N  1.013  -3.965  3.782
H  0.274  -6.236  1.838
H  0.326  -7.971  1.565
H  -1.003  -7.272  2.493
H  1.939  -7.333  3.345
H  0.693  -8.397  3.974
H  1.112  -6.549  5.561
H  -0.530  -6.439  4.927
C  -3.766  4.282  -6.451
C  -4.467  3.182  -7.240
C  -4.685  1.906  -6.418
C  -3.410  1.345  -5.970
N  -2.404  0.912  -5.629
H  -2.767  3.974  -6.140
H  -3.658  5.179  -7.060
H  -4.335  4.547  -5.558
H  -3.880  2.944  -8.130
H  -5.437  3.544  -7.584
H  -5.201  1.152  -7.012
H  -5.297  2.118  -5.540
C  -1.990  3.435  6.468
C  -0.466  3.454  6.486
C  0.151  3.053  5.141
C  -0.241  1.693  4.768
N  -0.548  0.625  4.482
H  -2.374  2.433  6.272
H  -2.387  3.755  7.431
H  -2.382  4.107  5.702
H  -0.105  2.781  7.266
H  -0.118  4.456  6.742
H  1.239  3.093  5.192
H  -0.173  3.734  4.353

Entry 3:
Density functional theory data (ωB97M-V/def2-TZVPD) for one molecule with the formula C28H50FIN2O3S.

Total charge   0
Maximum force   0.550 eV/A
LUMO energy   0.43 eV
Orbital gap   9.98 eV
SMILES string   CCCCCCCCCCCCCCCC[C@](C#N)(CCCCOC)[C@](C#N)(C[C@H](C)I)S(=O)(=O)F

Positions of all 86 atoms, in Å:
C  -0.906  -9.022  2.652
C  -2.183  -8.201  2.821
C  -2.130  -6.907  2.013
C  -3.286  -5.952  2.323
C  -3.099  -5.087  3.569
C  -1.865  -4.161  3.555
C  -2.215  -2.682  3.406
C  -1.107  -1.741  3.865
C  -1.530  -0.271  3.973
C  -2.127  0.326  2.706
C  -2.836  1.659  2.940
C  -2.901  2.504  1.656
C  -1.606  3.259  1.403
C  -1.670  4.205  0.200
C  -0.294  4.484  -0.442
C  -0.247  4.238  -1.965
C  0.866  3.321  -2.531
C  2.125  3.717  -1.892
N  3.073  4.057  -1.341
C  0.932  3.555  -4.084
C  2.157  4.309  -4.602
C  3.398  3.421  -4.827
C  4.593  3.679  -3.910
O  4.946  2.451  -3.295
C  5.773  2.592  -2.152
C  0.709  1.781  -2.171
C  0.856  1.567  -0.726
N  1.034  1.450  0.399
C  1.787  0.925  -2.911
C  2.125  -0.422  -2.249
C  3.373  -0.323  -1.383
I  2.516  -1.854  -3.836
S  -0.950  1.111  -2.529
O  -0.849  -0.254  -2.885
O  -1.862  1.560  -1.543
F  -1.270  1.883  -3.845
H  -0.672  -9.165  1.598
H  -0.066  -8.509  3.122
H  -0.990  -10.000  3.124
H  -2.338  -7.991  3.880
H  -3.025  -8.795  2.462
H  -1.158  -6.433  2.154
H  -2.180  -7.180  0.956
H  -4.172  -6.573  2.480
H  -3.486  -5.320  1.457
H  -3.102  -5.714  4.462
H  -3.985  -4.453  3.659
H  -1.267  -4.324  4.453
H  -1.227  -4.437  2.715
H  -2.413  -2.491  2.350
H  -3.124  -2.436  3.960
H  -0.760  -2.058  4.852
H  -0.242  -1.798  3.199
H  -0.625  0.302  4.196
H  -2.190  -0.131  4.833
H  -2.830  -0.354  2.223
H  -1.315  0.480  1.990
H  -3.837  1.494  3.337
H  -2.287  2.233  3.693
H  -3.069  1.813  0.825
H  -3.754  3.184  1.678
H  -1.315  3.809  2.300
H  -0.818  2.526  1.220
H  -2.101  5.149  0.536
H  -2.364  3.798  -0.536
H  0.478  3.932  0.087
H  -0.064  5.536  -0.279
H  -1.218  3.883  -2.301
H  -0.088  5.195  -2.461
H  0.045  4.133  -4.332
H  0.848  2.626  -4.637
H  1.873  4.720  -5.571
H  2.388  5.170  -3.974
H  3.729  3.559  -5.855
H  3.131  2.371  -4.745
H  4.366  4.434  -3.156
H  5.441  4.049  -4.497
H  6.512  1.793  -2.157
H  5.177  2.505  -1.242
H  6.286  3.554  -2.144
H  2.707  1.506  -2.952
H  1.414  0.751  -3.915
H  1.283  -0.860  -1.730
H  4.258  -0.271  -2.015
H  3.476  -1.173  -0.714
H  3.355  0.592  -0.791

Entry 4:
Density functional theory data (ωB97M-V/def2-TZVPD) for a 3-piece molecular cluster, C28H50FN2O6S overall.

Total charge   -1
Maximum force   1.595 eV/A
LUMO energy   2.30 eV
Orbital gap   7.53 eV

Positions of all 88 atoms, in Å:
C  -1.022  -2.515  -4.103
C  -0.724  -2.721  -2.645
C  -0.456  -3.987  -2.139
C  -0.227  -4.161  -0.768
C  -0.257  -3.098  0.136
C  -0.083  -3.329  1.625
C  0.398  -4.738  1.994
C  -1.454  -3.066  2.326
C  -0.511  -1.820  -0.383
O  -0.605  -0.676  0.364
C  0.570  -0.233  1.033
C  0.326  0.106  2.524
O  -1.018  0.014  2.950
S  -2.037  1.216  2.534
O  -2.841  0.774  1.428
O  -2.763  1.505  3.727
C  -1.076  2.635  1.939
C  -1.542  3.915  2.720
O  -2.112  4.761  2.021
O  -1.188  3.964  3.902
C  0.462  2.571  2.084
C  0.931  1.431  2.937
F  2.314  1.317  2.907
C  -0.743  -1.654  -1.750
H  -0.707  -1.538  -4.451
H  -2.105  -2.569  -4.226
H  -0.610  -3.322  -4.701
H  -0.450  -4.852  -2.785
H  -0.057  -5.170  -0.434
H  0.613  -2.635  2.083
H  -0.439  -5.421  2.101
H  0.906  -4.721  2.955
H  1.097  -5.150  1.273
H  -2.008  -3.995  2.429
H  -1.302  -2.652  3.317
H  -2.043  -2.389  1.719
H  1.337  -1.000  0.967
H  0.955  0.625  0.485
H  0.868  -0.650  3.090
H  -1.351  2.769  0.903
H  0.923  2.522  1.101
H  0.789  3.500  2.539
H  0.624  1.647  3.960
H  -0.945  -0.661  -2.125
C  -6.713  1.066  -4.988
C  -5.791  0.562  -3.888
N  -4.996  1.607  -3.276
C  -3.951  1.091  -2.400
C  -4.363  0.336  -1.134
C  -5.739  2.742  -2.758
C  -6.803  2.480  -1.684
H  -6.147  1.578  -5.769
H  -7.235  0.222  -5.444
H  -7.474  1.748  -4.608
H  -5.101  -0.164  -4.328
H  -6.395  0.006  -3.152
H  -3.303  1.924  -2.115
H  -3.320  0.428  -3.006
H  -4.709  1.006  -0.352
H  -3.501  -0.190  -0.728
H  -5.141  -0.407  -1.330
H  -6.222  3.243  -3.603
H  -5.022  3.473  -2.379
H  -7.404  1.596  -1.905
H  -7.484  3.332  -1.626
H  -6.363  2.356  -0.696
C  8.461  1.407  -0.217
C  7.516  0.293  0.207
N  7.073  0.405  1.583
C  6.370  -0.776  2.056
C  5.026  -1.135  1.406
C  6.470  1.677  1.949
C  5.228  2.127  1.170
H  9.338  1.445  0.431
H  8.801  1.229  -1.239
H  7.979  2.384  -0.204
H  8.046  -0.658  0.106
H  6.676  0.257  -0.504
H  6.222  -0.676  3.134
H  7.048  -1.628  1.934
H  4.221  -0.488  1.752
H  4.753  -2.158  1.676
H  5.067  -1.086  0.317
H  7.233  2.454  1.861
H  6.234  1.647  3.016
H  5.326  1.950  0.098
H  5.069  3.198  1.312
H  4.331  1.625  1.525

Entry 5:
Density functional theory data (ωB97M-V/def2-TZVPD) for a 2-piece molecular cluster, C28H50FN5O4PS overall.

Total charge   +1
Maximum force   3.613 eV/A
LUMO energy   -3.14 eV
Orbital gap   6.04 eV

Positions of all 90 atoms, in Å:
C  -7.039  -0.103  -2.536
C  -5.576  -0.197  -2.157
F  -4.962  0.978  -2.613
C  -4.836  -1.352  -2.838
N  -4.003  -2.155  -1.931
C  -4.648  -2.735  -0.776
C  -5.985  -3.384  -1.126
C  -5.875  -4.794  -1.613
O  -6.381  -4.305  -0.220
C  -2.703  -2.217  -2.209
N  -2.158  -1.652  -3.293
C  -0.878  -1.885  -3.264
N  -0.560  -2.585  -2.159
P  1.140  -2.961  -1.877
S  2.159  -1.434  -1.326
N  -1.721  -2.830  -1.481
C  -1.700  -3.607  -0.242
C  -1.967  -2.811  1.042
C  -1.280  -1.440  1.087
C  0.135  -1.567  1.695
C  0.086  -1.615  3.223
C  -0.174  -0.249  3.875
C  0.996  0.719  3.716
C  2.215  0.314  4.578
C  2.424  1.321  5.719
C  3.167  2.585  5.256
C  3.857  3.314  6.432
C  5.395  3.320  6.321
N  5.908  4.609  5.874
C  5.978  5.755  6.612
C  6.512  6.743  5.804
C  6.778  6.162  4.548
C  6.398  4.832  4.618
H  -7.207  -0.377  -3.572
H  -7.318  0.942  -2.436
H  -7.669  -0.654  -1.845
H  -5.431  -0.187  -1.080
H  -5.517  -1.991  -3.392
H  -4.216  -0.875  -3.585
H  -4.133  -3.575  -0.338
H  -4.901  -2.009  -0.002
H  -6.748  -2.776  -1.599
H  -6.736  -5.403  -1.842
H  -5.042  -5.371  -1.232
H  -0.153  -1.555  -3.987
H  1.525  -3.389  -3.152
H  1.192  -4.011  -0.954
H  -0.748  -4.108  -0.117
H  -2.410  -4.420  -0.364
H  -1.526  -3.408  1.838
H  -3.024  -2.753  1.275
H  -1.850  -0.833  1.785
H  -1.255  -0.946  0.120
H  0.531  -2.535  1.372
H  0.781  -0.772  1.347
H  0.984  -2.075  3.624
H  -0.744  -2.260  3.523
H  -1.115  0.167  3.524
H  -0.283  -0.441  4.943
H  0.653  1.706  4.017
H  1.322  0.807  2.681
H  2.082  -0.677  5.001
H  3.100  0.359  3.949
H  1.460  1.621  6.127
H  3.005  0.874  6.524
H  3.892  2.302  4.495
H  2.480  3.290  4.793
H  3.583  2.851  7.376
H  3.536  4.350  6.446
H  5.728  2.587  5.595
H  5.843  3.095  7.285
H  5.664  5.797  7.637
H  6.682  7.762  6.094
H  7.214  6.632  3.686
H  6.461  4.069  3.867
C  0.091  1.245  -5.901
C  -0.297  1.570  -7.327
O  0.848  1.878  -8.128
C  1.566  0.824  -8.515
O  1.321  -0.329  -8.260
O  2.591  1.263  -9.234
C  3.495  0.244  -9.673
H  0.688  2.049  -5.470
H  -0.803  1.103  -5.290
H  0.691  0.335  -5.861
H  -0.921  2.461  -7.354
H  -0.862  0.757  -7.782
H  2.965  -0.547  -10.198
H  4.038  -0.168  -8.824
H  4.193  0.725  -10.350